Record 1
One molecule with the formula C24H28FN3O2. Source: OMol25; level of theory: ωB97M-V/def2-TZVPD.

Element x y z (Å)
C  -6.6538  -0.3289  -2.3321
C  -5.8305  -0.5760  -1.1049
C  -5.3533  0.4731  -0.3338
C  -4.5746  0.2330  0.7844
C  -4.2544  -1.0626  1.1616
C  -4.7377  -2.1146  0.3942
C  -5.5157  -1.8743  -0.7201
H  -5.8794  -2.7042  -1.3086
H  -4.4958  -3.1307  0.6708
C  -3.3311  -1.3244  2.3180
H  -3.3639  -0.4949  3.0271
H  -3.6206  -2.2360  2.8426
C  -1.8941  -1.5048  1.7954
N  -1.4636  -0.3803  1.0057
C  -1.5494  -0.3656  -0.3439
O  -1.8059  -1.3214  -1.0399
C  -1.2202  1.0381  -0.8275
H  -2.1074  1.4388  -1.3192
H  -0.4247  1.0096  -1.5715
C  -0.8538  1.8393  0.4294
C  0.5390  2.4675  0.4002
O  0.6404  3.6810  0.4483
N  1.6355  1.6776  0.3448
C  1.7216  0.2430  0.2006
H  2.3098  -0.1550  1.0392
C  2.4468  -0.1160  -1.1120
N  3.7568  0.4937  -1.1591
C  4.8609  -0.1892  -0.6663
C  5.8584  0.4337  0.0922
C  6.9791  -0.2589  0.5105
C  7.1131  -1.5926  0.1813
C  6.1523  -2.2406  -0.5732
C  5.0427  -1.5395  -0.9954
H  4.3182  -2.0469  -1.6123
H  6.2836  -3.2791  -0.8329
F  8.2036  -2.2762  0.5997
H  7.7416  0.2292  1.0969
H  5.7729  1.4705  0.3742
C  3.6406  1.9280  -1.0126
H  3.0309  2.2927  -1.8471
C  2.9445  2.3065  0.2999
H  3.5327  1.9563  1.1553
H  2.8014  3.3853  0.3705
H  4.6212  2.3954  -1.0856
H  1.8643  0.2526  -1.9631
H  2.5168  -1.1986  -1.1868
H  0.7433  -0.2247  0.2068
H  -1.5200  2.7004  0.5240
C  -1.0933  0.8759  1.6100
H  -1.8929  1.2448  2.2600
H  -0.1961  0.7493  2.2289
H  -1.1984  -1.6467  2.6286
H  -1.8571  -2.3756  1.1357
H  -4.2178  1.0690  1.3707
H  -5.5877  1.4917  -0.6112
H  -6.9515  0.7146  -2.4003
H  -6.0792  -0.5826  -3.2229
H  -7.5481  -0.9498  -2.3254

Calculated values
molecular weight	409.505	g mol⁻¹
gap between HOMO and LUMO	8.41	eV
HOMO energy	-7.78	eV
2S+1	1
structure (SMILES)	Cc1ccc(CCN2C[C@@H](C(=O)N3CCN(c4ccc(F)cc4)CC3)CC2=O)cc1

Record 2
One molecule with the formula C5H7NO at a distorted geometry. Source: OMol25; level of theory: ωB97M-V/def2-TZVPD.

Element x y z (Å)
C  -2.1135  -0.1199  -0.2534
C  -0.8439  -0.7618  0.3045
C  0.3927  -0.0143  -0.0820
C  2.7022  -0.0763  0.2637
O  1.5513  -0.6372  0.1334
C  0.4501  1.3483  -0.4244
N  0.5322  2.4584  -0.7740
H  -2.1712  0.9383  0.0251
H  -2.9959  -0.6206  0.1544
H  -2.1520  -0.1811  -1.3455
H  -0.9142  -0.7961  1.4029
H  -0.7484  -1.8024  -0.0321
H  3.5553  -0.7370  0.2611
H  2.7552  1.0017  0.3664

Calculated values
molecular weight	97.117	g mol⁻¹
gap between HOMO and LUMO (spin up / spin down)	8.31 / 7.60	eV
HOMO energy (spin up / spin down)	-8.06 / -7.97	eV
2S+1	1

Record 3
An isolated ion of composition C5H13IN and charge +1 at a distorted geometry. Source: OMol25; level of theory: ωB97M-V/def2-TZVPD.

Element x y z (Å)
C  -1.8284  -1.9288  0.0528
C  1.0510  1.3605  -1.2924
C  1.1038  1.3834  1.2406
C  -1.0839  -0.6225  0.2861
C  1.4087  0.6550  -0.0250
N  0.3428  -0.8113  -0.0210
I  3.3871  -0.2265  -0.0579
H  -1.8009  -2.2041  -1.0005
H  -1.4063  -2.7426  0.6406
H  -2.8685  -1.8141  0.3403
H  1.1600  0.7268  -2.1705
H  0.0359  1.7521  -1.2486
H  1.7201  2.2108  -1.4262
H  1.2596  0.7686  2.1239
H  0.0892  1.7777  1.2380
H  1.7830  2.2336  1.3202
H  -1.1821  -0.3019  1.3234
H  -1.4936  0.1479  -0.3716
H  0.7639  -1.4616  0.6473
H  0.4497  -1.2027  -0.9603

Calculated values
molecular weight	214.070	g mol⁻¹
gap between HOMO and LUMO	10.26	eV
HOMO energy	-13.84	eV
2S+1	1
structure (SMILES)	CC[NH2+]C(C)(C)I
net charge	+1

Record 4
CH3FO2S as an isolated structure at a distorted geometry. Source: OMol25; level of theory: ωB97M-V/def2-TZVPD.

Element x y z (Å)
C  1.2504  0.2598  0.1164
O  -2.4228  -1.6728  -1.4804
O  0.0470  -0.3303  -0.3454
F  1.3281  -0.1481  1.3852
S  -1.3292  -2.1197  -0.6560
H  2.0615  -0.2421  -0.5147
H  1.0985  1.3798  0.0638
H  -1.7643  -1.6574  0.5323

Calculated values
molecular weight	98.098	g mol⁻¹
gap between HOMO and LUMO (spin up / spin down)	6.97 / 8.61	eV
HOMO energy (spin up / spin down)	-9.05 / -10.26	eV
2S+1	1

Record 5
A 2-piece molecular cluster, C4H9O2 overall at a distorted geometry. Source: OMol25; level of theory: ωB97M-V/def2-TZVPD.

Element x y z (Å)
C  -0.4153  -0.4799  1.9444
C  -0.7306  -1.6541  0.9332
H  -1.1454  -0.4309  2.7552
H  0.5341  -0.6393  2.4123
H  -0.3813  0.4176  1.3382
H  -1.6364  -1.3871  0.4143
H  0.1635  -1.7257  0.3084
H  -0.7579  -2.5487  1.5413
C  0.3609  0.6067  -1.6653
C  1.0811  1.9897  -1.6214
O  0.8981  2.6729  -0.5881
O  1.6796  2.2527  -2.6887
H  -0.5265  0.8312  -2.2733
H  -0.0115  0.3131  -0.6930
H  0.8876  -0.2182  -2.1175

Calculated values
molecular weight	89.114	g mol⁻¹
gap between HOMO and LUMO	7.42	eV
HOMO energy	-3.77	eV
2S+1	1
net charge	-1

Record 6
C8H24B4F16N2O4V as an isolated structure at a distorted geometry. Source: OMol25; level of theory: ωB97M-V/def2-TZVPD.

Element x y z (Å)
O  0.4135  0.0843  -0.2225
V  -0.0581  0.1880  -1.7905
O  -0.7255  1.6484  -1.9690
C  -3.2141  3.9860  -0.8140
C  -3.4624  2.8956  0.1787
C  -3.3460  3.3322  1.6046
O  -3.7013  2.3204  2.5267
C  -2.6296  1.5386  3.0134
N  -4.7906  2.2056  -0.0957
H  -4.8273  1.9397  -1.0814
H  -4.6964  1.3018  0.3768
H  -5.6088  2.6929  0.2579
H  -3.9463  4.7976  -0.8047
H  -3.0986  3.5558  -1.8149
H  -2.2246  4.4524  -0.7746
H  -2.7165  2.1607  -0.0592
H  -4.0348  4.1692  1.7644
H  -2.3148  3.6163  1.8231
H  -3.0449  0.6420  3.4724
H  -2.0402  2.0204  3.8001
H  -1.8905  1.2141  2.2752
C  1.1988  -2.7199  1.1999
C  2.0384  -3.6391  2.0782
C  3.4753  -3.6948  1.6116
O  4.3521  -4.3448  2.4884
C  5.7272  -4.1158  2.2587
N  1.9200  -3.3030  3.5263
H  0.9354  -3.4015  3.7878
H  2.4166  -3.8828  4.2035
H  2.1308  -2.3149  3.6926
H  1.5719  -1.6956  1.2614
H  0.1396  -2.7183  1.4737
H  1.1532  -3.0165  0.1521
H  1.6051  -4.6378  1.9842
H  3.8462  -2.6709  1.4694
H  3.4740  -4.2223  0.6533
H  5.9907  -4.1280  1.1995
H  6.3665  -4.8076  2.8006
H  5.9811  -3.1184  2.6338
B  2.5263  -0.7138  -2.6652
F  3.2295  -0.7273  -1.4429
F  1.8386  0.5104  -2.8132
F  3.3646  -0.9251  -3.7535
F  1.5712  -1.7486  -2.5652
B  -2.0687  -1.6752  -1.1901
F  -2.7213  -2.2595  -2.2534
F  -0.6938  -1.7785  -1.4926
F  -2.3047  -0.2898  -1.1510
F  -2.3318  -2.3221  0.0057
B  1.4472  4.1843  -0.8981
F  1.9870  2.9139  -1.3332
F  0.1990  3.9370  -0.2455
F  2.3454  4.7347  0.0124
F  1.3642  4.9825  -2.0273
B  -0.4111  0.5665  -5.2474
F  -1.3322  -0.0501  -6.1095
F  -0.5781  0.0333  -3.9425
F  0.8600  0.3394  -5.8065
F  -0.6567  1.9581  -5.2226

Calculated values
molecular weight	610.450	g mol⁻¹
gap between HOMO and LUMO	6.87	eV
HOMO energy	-6.69	eV
2S+1	1
net charge	-1